A single C4H8OS molecule in a non-equilibrium geometry, computed with ωB97M-V/def2-TZVPD.

```
14
Properties=species:S:1:pos:R:3:lowdin_charge:R:1
S -0.48 -2.28 -1.44 0.723
C 0.08 -1.46 0.07 -0.491
C 0.27 0.00 -0.30 -0.460
C 0.62 1.14 0.63 -0.097
C -0.66 1.79 0.13 -0.159
O -0.94 0.62 -0.67 -0.103
H -0.50 -3.48 -0.81 -0.135
H 1.04 -1.85 0.34 0.074
H -0.64 -1.68 0.80 0.056
H 0.96 -0.02 -1.18 0.136
H 1.47 1.69 0.26 0.104
H 0.66 0.92 1.68 0.110
H -0.51 2.69 -0.47 0.117
H -1.37 1.93 0.97 0.124
```

2S+1: 1
Energy relative to the best compared isomer or geometry (same formula, charge and spin) (kJ/mol): 153.2
LUMO (eV): 0.9